1.
C40H51ClIN11O4PdS3 as an isolated structure. Source: the OMol25 dataset; level of theory: ωB97M-V/def2-TZVPD.

CARTESIAN COORDINATES (ANGSTROEM)
Pd 0.462 -0.060 0.892
I 0.354 5.837 1.781
C -0.744 4.167 1.219
C -2.093 4.248 0.899
C -2.742 3.093 0.501
C -2.034 1.907 0.435
N -0.744 1.826 0.769
C -0.112 2.939 1.159
H -2.621 5.191 0.955
H -3.791 3.102 0.241
H -2.518 1.001 0.096
H 0.922 2.835 1.448
N -1.445 -3.994 7.911
C -1.494 -3.108 6.887
C -0.870 -1.853 6.992
C -0.914 -0.960 5.945
C -1.577 -1.303 4.770
C -2.217 -2.537 4.654
C -2.168 -3.434 5.693
S -1.717 -0.149 3.489
O -3.093 -0.010 3.106
O -0.922 1.008 3.767
N -0.948 -0.926 2.166
C -1.682 -1.227 1.065
S -3.354 -1.450 0.735
C -2.974 -1.443 -0.963
C -1.669 -1.209 -1.197
N -0.926 -1.189 -0.032
H -1.080 -3.717 8.805
H -2.001 -4.829 7.889
H -0.368 -1.582 7.912
H -0.457 0.017 6.040
H -2.768 -2.789 3.754
H -2.672 -4.389 5.609
H -3.736 -1.641 -1.704
H -1.187 -1.169 -2.163
C -1.939 3.538 -4.709
C -0.831 2.978 -3.802
C -0.668 3.978 -2.642
C -1.363 1.660 -3.222
C 0.516 2.879 -4.622
O 0.881 4.225 -5.002
C 0.484 2.083 -5.956
C 0.660 0.561 -6.043
C -0.530 -0.311 -5.728
C -0.369 -1.435 -4.923
C -1.444 -2.245 -4.589
C -2.706 -1.924 -5.059
Cl -4.066 -2.898 -4.594
C -2.889 -0.843 -5.908
C -1.798 -0.054 -6.243
C 1.788 2.546 -3.783
N 1.711 1.501 -2.762
C 1.507 1.660 -1.464
N 1.353 0.466 -0.905
C 1.505 -0.417 -1.936
N 1.731 0.186 -3.069
H -2.863 3.611 -4.131
H -2.152 2.895 -5.562
H -1.711 4.544 -5.066
H -1.656 4.282 -2.292
H -0.131 4.873 -2.951
H -0.164 3.541 -1.779
H -2.226 1.893 -2.590
H -0.645 1.129 -2.595
H -1.702 0.974 -3.994
H 0.385 4.481 -5.786
H 1.310 2.514 -6.527
H -0.415 2.380 -6.498
H 1.493 0.242 -5.423
H 0.968 0.350 -7.071
H 0.621 -1.684 -4.557
H -1.308 -3.130 -3.977
H -3.872 -0.627 -6.304
H -1.953 0.779 -6.919
H 2.068 3.460 -3.262
H 2.601 2.287 -4.459
H 1.460 2.616 -0.970
H 1.454 -1.490 -1.812
C 1.766 -0.760 4.204
N 2.976 -0.231 3.596
C 4.193 -0.997 3.851
C 2.924 0.725 2.667
O 1.895 0.973 1.937
N 4.010 1.498 2.492
C 4.146 2.333 1.307
C 4.954 1.775 3.570
H 1.952 -0.884 5.271
H 1.481 -1.724 3.776
H 0.967 -0.040 4.076
H 3.992 -2.045 3.622
H 4.490 -0.917 4.898
H 5.008 -0.653 3.218
H 3.656 1.862 0.461
H 5.206 2.440 1.080
H 3.724 3.329 1.469
H 4.591 1.355 4.504
H 5.042 2.855 3.686
H 5.941 1.366 3.349
C -0.615 -5.626 3.048
C -0.147 -4.983 1.783
C -0.406 -5.513 0.524
C 0.076 -4.827 -0.578
N 0.767 -3.695 -0.464
C 0.964 -3.273 0.782
S 1.950 -1.809 0.984
N 0.544 -3.842 1.901
H -1.061 -6.601 2.863
H -1.352 -4.983 3.533
H 0.222 -5.736 3.737
H -0.959 -6.436 0.406
H -0.090 -5.195 -1.584

Summary:
Net charge: +2
Frontier orbital gap in eV: 5.71
ΔE to the lowest compared entry with this formula, charge and spin in eV: 0.063
Max |F| in eV/A: 0.69
HOMO level in Ha: -0.465

***

2.
C40H51N5O5RuS3 as an isolated structure. Source: the OMol25 dataset; level of theory: ωB97M-V/def2-TZVPD.

CARTESIAN COORDINATES (ANGSTROEM)
Ru 0.319 -0.317 -0.695
C 0.129 -3.017 5.822
C -1.096 -3.457 5.020
C -2.359 -3.013 5.777
C -1.080 -4.989 4.893
C -1.121 -2.847 3.628
C -0.146 -1.986 3.183
C -0.232 -1.453 1.890
N 0.599 -0.560 1.294
C 1.659 0.151 1.827
C 1.974 0.358 3.154
C 3.096 1.123 3.487
C 3.887 1.700 2.459
C 3.598 1.591 1.125
C 2.441 0.808 0.801
O 2.016 0.699 -0.417
C 4.422 2.266 0.036
C 3.554 3.316 -0.682
C 4.933 1.219 -0.967
C 5.634 2.984 0.631
C 3.502 1.352 4.930
C 4.903 0.743 5.134
C 2.539 0.700 5.923
C 3.550 2.864 5.209
C -1.280 -1.906 1.000
O -1.193 -1.517 -0.245
C -2.329 -2.751 1.470
C -2.208 -3.181 2.763
C -3.519 -3.126 0.588
C -4.502 -4.031 1.333
C -4.265 -1.844 0.186
C -3.059 -3.872 -0.673
H 0.099 -3.481 6.807
H 0.147 -1.935 5.973
H 1.063 -3.325 5.346
H -2.352 -3.449 6.777
H -3.275 -3.340 5.285
H -2.393 -1.927 5.881
H -1.047 -5.435 5.887
H -0.203 -5.331 4.341
H -1.971 -5.371 4.393
H 0.692 -1.750 3.814
H 1.353 -0.029 3.941
H 4.748 2.274 2.762
H 2.697 2.869 -1.184
H 4.157 3.820 -1.438
H 3.203 4.075 0.019
H 4.121 0.738 -1.508
H 5.527 0.454 -0.463
H 5.577 1.710 -1.698
H 5.346 3.780 1.319
H 6.201 3.445 -0.178
H 6.305 2.296 1.150
H 4.899 -0.330 4.937
H 5.211 0.897 6.168
H 5.651 1.208 4.493
H 2.508 -0.386 5.807
H 1.525 1.097 5.835
H 2.879 0.906 6.937
H 4.284 3.378 4.589
H 3.832 3.025 6.250
H 2.576 3.329 5.048
H -2.966 -3.837 3.164
H -4.910 -3.551 2.224
H -4.048 -4.980 1.623
H -5.341 -4.258 0.675
H -4.626 -1.311 1.067
H -5.129 -2.100 -0.429
H -3.625 -1.175 -0.388
H -2.491 -4.768 -0.412
H -2.457 -3.231 -1.315
H -3.932 -4.192 -1.244
O -1.333 7.296 3.048
S -2.596 7.940 2.887
O -3.624 7.682 3.856
O -2.688 9.088 2.043
C -3.595 6.591 1.479
N -4.740 6.975 1.035
C -5.269 6.124 0.152
C -4.610 4.949 -0.209
C -3.384 4.689 0.379
N -2.867 5.558 1.268
C -2.540 3.496 0.111
C -2.960 2.421 -0.663
C -2.108 1.355 -0.860
N -0.875 1.312 -0.334
C -0.463 2.348 0.412
C -1.260 3.444 0.656
H -6.232 6.387 -0.267
H -5.062 4.284 -0.929
H -3.940 2.386 -1.116
H -2.399 0.505 -1.460
H 0.536 2.301 0.817
H -0.892 4.258 1.265
S 0.168 -0.090 -3.081
C 0.611 -1.707 -2.811
N -0.038 -2.793 -3.168
C 0.234 -4.011 -2.394
C 1.628 -3.835 -1.802
S 1.918 -2.037 -1.703
H -0.870 -2.708 -3.736
H 0.176 -4.890 -3.033
H -0.520 -4.085 -1.609
H 2.409 -4.209 -2.462
H 1.733 -4.295 -0.823

Summary:
Spin multiplicity: 5
Net charge: +2
Frontier orbital gap (alpha / beta) in eV: 6.94 / 5.64
Max |F| in eV/A: 0.35
HOMO level (alpha / beta) in Ha: -0.467 / -0.502
<S²>: 6.037

***

3.
A 6-piece molecular cluster, C40H52BClF40NO12PS overall. Source: the OMol25 dataset; level of theory: ωB97M-V/def2-TZVPD.

CARTESIAN COORDINATES (ANGSTROEM)
C 2.064 3.374 4.320
C 2.537 2.493 3.189
C 3.060 3.270 1.986
C 2.100 3.307 0.782
C 1.285 4.586 0.819
C 0.352 4.761 -0.361
C -0.676 3.644 -0.537
C -1.715 3.727 0.570
C -2.621 2.491 0.696
C -1.835 1.187 0.557
N -1.796 0.720 -0.823
C -2.375 0.017 1.361
B -3.801 -0.551 0.904
O -4.187 -0.736 -0.382
O -4.681 -0.924 1.867
P -1.108 -1.376 1.016
O -2.051 -2.670 0.667
Cl -0.270 -1.715 2.886
O -2.420 0.218 2.808
S -2.304 1.726 3.293
O -0.978 2.221 3.288
O -2.932 1.784 4.558
C -3.338 2.600 2.057
O -3.539 3.880 2.430
C -4.614 4.075 3.347
C -5.855 4.531 2.644
C -5.750 5.960 2.110
H 1.467 4.202 3.982
H 2.907 3.777 4.851
H 1.512 2.796 5.035
H 3.365 1.934 3.589
H 1.785 1.768 2.935
H 3.241 4.288 2.296
H 4.009 2.856 1.700
H 1.491 2.424 0.848
H 2.721 3.298 -0.093
H 1.991 5.397 0.796
H 0.786 4.637 1.773
H -0.118 5.729 -0.386
H 0.984 4.696 -1.234
H -0.108 2.736 -0.553
H -1.180 3.857 -1.462
H -2.374 4.538 0.323
H -1.252 3.959 1.505
H -3.392 2.569 -0.053
H -0.831 1.398 0.875
H -2.686 0.922 -1.247
H -1.101 1.216 -1.356
H -3.440 -1.117 -0.861
H -4.839 -0.230 2.512
H -2.466 -3.061 1.449
H -4.259 2.033 2.045
H -4.847 3.171 3.877
H -4.313 4.798 4.076
H -6.656 4.481 3.352
H -6.066 3.883 1.810
H -6.672 6.478 2.291
H -5.562 5.974 1.058
H -4.983 6.520 2.617
F -2.710 3.019 -6.477
C -4.004 2.896 -6.847
F -4.053 2.895 -8.200
C -4.841 4.060 -6.320
F -4.418 5.219 -6.870
F -6.111 3.846 -6.764
C -4.933 4.222 -4.796
O -4.071 5.178 -4.204
C -2.808 4.812 -3.850
F -2.637 3.480 -3.986
F -2.682 5.088 -2.529
C -1.743 5.606 -4.601
F -1.854 5.400 -5.926
F -0.521 5.183 -4.202
H -4.396 1.941 -6.484
H -5.923 4.608 -4.596
H -4.886 3.265 -4.277
H -1.848 6.673 -4.393
F 4.406 -6.301 3.634
C 3.889 -7.525 3.879
F 4.088 -8.289 2.779
C 2.389 -7.442 4.158
F 1.742 -6.985 3.064
F 1.971 -8.722 4.369
C 1.954 -6.631 5.388
O 1.521 -5.313 5.147
C 2.438 -4.300 5.090
F 3.667 -4.724 5.446
F 2.061 -3.363 5.983
C 2.440 -3.651 3.710
F 2.761 -4.558 2.757
F 3.364 -2.667 3.671
H 4.417 -7.981 4.721
H 1.071 -7.138 5.770
H 2.693 -6.676 6.187
H 1.459 -3.235 3.470
F 5.856 -3.709 -2.609
C 5.876 -4.903 -1.984
F 6.290 -5.831 -2.887
C 4.492 -5.288 -1.465
F 3.635 -5.440 -2.499
F 4.633 -6.511 -0.880
C 3.859 -4.369 -0.408
O 2.908 -3.425 -0.870
C 3.327 -2.207 -1.336
F 4.645 -2.031 -1.132
F 2.685 -1.257 -0.621
C 2.940 -2.009 -2.800
F 3.511 -2.953 -3.574
F 3.381 -0.799 -3.215
H 6.603 -4.871 -1.169
H 3.288 -5.029 0.241
H 4.607 -3.907 0.235
H 1.856 -2.061 -2.915
F 11.236 -3.034 0.770
C 10.385 -2.702 -0.224
F 9.594 -1.696 0.219
C 9.504 -3.888 -0.609
F 8.718 -4.247 0.432
F 8.676 -3.447 -1.597
C 10.216 -5.132 -1.162
O 10.442 -6.183 -0.251
C 11.562 -6.175 0.532
F 12.403 -5.183 0.185
F 12.208 -7.342 0.322
C 11.192 -6.111 2.011
F 10.499 -4.984 2.271
F 12.323 -6.095 2.750
H 10.953 -2.345 -1.087
H 9.531 -5.557 -1.894
H 11.118 -4.872 -1.715
H 10.586 -6.977 2.289
F -9.350 0.855 -4.664
C -9.895 -0.135 -3.921
F -11.131 -0.392 -4.405
C -10.015 0.285 -2.457
F -10.859 1.333 -2.344
F -10.584 -0.765 -1.804
C -8.707 0.602 -1.719
O -8.365 1.970 -1.612
C -7.682 2.579 -2.617
F -7.276 1.700 -3.554
F -6.565 3.126 -2.074
C -8.496 3.718 -3.229
F -9.644 3.263 -3.755
F -7.764 4.285 -4.227
H -9.287 -1.040 -4.017
H -8.868 0.287 -0.691
H -7.874 0.004 -2.086
H -8.730 4.474 -2.477

Summary:
Net charge: 0
Frontier orbital gap in eV: 9.10
Max |F| in eV/A: 1.78
HOMO level in Ha: -0.338
SMILES: CCCCCCCC[C@H]1[C@H](N)[C@@](B(O)O)(P(O)Cl)OS(=O)(=O)[C@H]1OCCC.FC(F)C(F)(F)COC(F)(F)C(F)F.FC(F)C(F)(F)COC(F)(F)C(F)F.FC(F)C(F)(F)COC(F)(F)C(F)F.FC(F)C(F)(F)COC(F)(F)C(F)F.FC(F)C(F)(F)COC(F)(F)C(F)F

***

4.
C40H52N11O3S6Zr as an isolated structure. Source: the OMol25 dataset; level of theory: ωB97M-V/def2-TZVPD.

CARTESIAN COORDINATES (ANGSTROEM)
Zr -0.216 0.634 -0.349
S 2.650 0.198 3.026
C 1.883 0.026 1.587
S 2.258 1.000 0.172
S 0.648 -1.164 1.290
C -1.338 -8.641 -0.621
O -1.276 -7.540 0.283
C -2.345 -6.719 0.326
C -2.301 -5.704 1.282
C -3.337 -4.801 1.385
C -4.460 -4.922 0.558
C -4.522 -5.965 -0.346
C -3.460 -6.850 -0.495
N -5.654 -4.118 0.670
N -5.630 -2.937 1.063
C -4.458 -2.099 1.068
C -4.098 -1.501 2.239
C -3.067 -0.551 2.307
C -2.415 -0.139 1.184
O -1.464 0.826 1.172
C -2.771 -0.740 -0.054
N -2.098 -0.296 -1.177
C -2.453 -0.757 -2.359
C -3.503 -1.668 -2.525
C -4.168 -2.133 -1.427
C -3.806 -1.696 -0.135
H -0.411 -9.187 -0.496
H -1.421 -8.299 -1.656
H -2.180 -9.296 -0.384
H -1.448 -5.660 1.953
H -3.301 -4.035 2.149
H -5.418 -6.079 -0.945
H -3.524 -7.647 -1.222
H -4.619 -1.798 3.146
H -2.790 -0.110 3.259
H -1.899 -0.382 -3.208
H -3.771 -1.993 -3.521
H -4.992 -2.823 -1.551
C -3.824 5.426 -0.715
C -2.776 4.881 -1.613
N -2.097 5.542 -2.489
N -1.230 4.601 -2.994
C -1.338 3.398 -2.461
S -0.378 2.024 -2.784
N -2.360 3.562 -1.593
N -2.760 2.549 -0.746
H -4.091 6.427 -1.046
H -3.448 5.485 0.309
H -4.714 4.797 -0.717
H -0.569 4.863 -3.700
H -3.719 2.300 -0.930
H -2.646 2.821 0.217
C 2.988 -5.169 -3.590
C 1.740 -5.721 -2.886
C 0.823 -4.657 -2.274
C 1.389 -3.920 -1.060
N 2.415 -2.926 -1.407
C 2.211 -1.732 -1.945
S 0.603 -1.159 -2.243
N 3.292 -1.059 -2.332
C 3.334 0.205 -3.081
C 3.283 -0.009 -4.589
C 4.439 -0.836 -5.157
C 5.825 -0.257 -4.863
H 3.492 -5.951 -4.165
H 3.720 -4.773 -2.878
H 2.721 -4.361 -4.282
H 2.040 -6.431 -2.106
H 1.152 -6.289 -3.613
H -0.101 -5.133 -1.945
H 0.544 -3.927 -3.036
H 1.866 -4.634 -0.389
H 0.606 -3.423 -0.506
H 3.367 -3.168 -1.194
H 4.186 -1.481 -2.134
H 4.250 0.713 -2.785
H 2.510 0.822 -2.765
H 3.273 0.982 -5.062
H 2.331 -0.490 -4.833
H 4.308 -0.904 -6.238
H 4.376 -1.861 -4.776
H 5.881 0.794 -5.164
H 6.599 -0.800 -5.409
H 6.083 -0.313 -3.801
C 2.023 7.510 3.255
C 0.520 7.236 3.171
C 0.184 5.771 3.402
N 0.577 4.997 2.205
C 0.298 3.738 1.886
S 0.113 3.379 0.216
N 0.094 2.765 2.797
C 0.294 2.648 4.218
O -0.367 1.817 4.783
C 1.316 3.489 4.895
C 1.101 3.796 6.236
C 2.013 4.585 6.918
C 3.148 5.053 6.260
C 3.371 4.725 4.929
C 2.454 3.944 4.240
H 2.238 8.560 3.051
H 2.585 6.907 2.535
H 2.400 7.275 4.253
H 0.135 7.548 2.192
H -0.012 7.824 3.918
H -0.885 5.639 3.580
H 0.719 5.418 4.275
H 0.735 5.557 1.383
H -0.296 1.919 2.413
H 0.209 3.421 6.727
H 1.844 4.831 7.960
H 3.867 5.666 6.793
H 4.262 5.079 4.422
H 2.642 3.666 3.209

Summary:
Net charge: +1
Frontier orbital gap in eV: 6.34
ΔE to the lowest compared entry with this formula, charge and spin in eV: 1.488
Max |F| in eV/A: 2.23
HOMO level in Ha: -0.340

***

Which of these has the highest max |F|? C40H52N11O3S6Zr